# 1
2 unconnected molecules or ions with the total composition C5H15NO2. Source: the OMol25 dataset; level of theory: ωB97M-V with the def2-TZVPD basis set.

Output
Gap between HOMO and LUMO   0.3470 Eh

Last column: Löwdin charge in e.
Cartesian coordinates (Å):
C: -1.173 0.017 1.513  -0.0833
C: -1.841 0.332 0.185  -0.2594
N: -1.162 -0.291 -0.967  -0.2222
C: -1.794 0.162 -2.198  -0.1135
C: 0.292 -0.024 -0.991  -0.1775
C: 1.122 -1.227 -0.511  -0.2177
O: 1.872 -1.007 0.685  -0.0991
H: -0.218 0.539 1.587  0.0454
H: -0.974 -1.057 1.612  0.0846
H: -1.826 0.263 2.349  0.0783
H: -1.797 1.425 0.029  0.1199
H: -2.890 0.041 0.178  0.1115
H: -1.272 0.979 -2.718  0.0816
H: -1.869 -0.631 -2.955  0.0833
H: -2.802 0.493 -2.014  0.0688
H: 0.598 0.204 -2.015  0.1092
H: 0.500 0.894 -0.423  0.1156
H: 1.894 -1.436 -1.249  0.1115
H: 0.447 -2.071 -0.371  0.1132
H: 1.296 -0.710 1.394  0.0404
H: 2.601 1.176 2.410  0.0394
H: 2.593 1.353 0.922  0.0347
O: 2.185 1.709 1.726  -0.0645

# 2
2 unconnected molecules or ions with the total composition C2H8NO2P. Source: the OMol25 dataset; level of theory: ωB97M-V with the def2-TZVPD basis set.

Output
Gap between HOMO and LUMO (spin up / spin down)   0.3194 / 0.3255 Eh

Last column: Löwdin charge in e.
Cartesian coordinates (Å):
C: -0.211 -2.191 0.670  -0.0371
C: 0.026 -0.211 2.106  0.0342
N: 0.106 1.798 -2.054  0.0369
O: 1.569 -0.225 -0.334  -0.3492
O: -0.969 0.332 -0.236  -0.2955
P: 0.270 -0.521 0.310  0.3414
H: 0.213 -2.689 1.533  0.0134
H: -1.266 -2.433 0.383  0.0434
H: -0.932 -0.018 2.294  -0.0256
H: 0.811 -0.651 2.609  0.0009
H: -0.006 2.390 -1.240  0.0567
H: 0.257 2.388 -2.858  0.0550
H: 0.940 1.222 -1.932  0.0320
H: -0.807 0.811 -1.251  0.0934

Relative energy (zero: lowest compared OMol25 entry of this formula, charge and spin) for the records above, in order: 145.8, 360.2 kJ/mol